1.
Density functional theory data (ωB97M-V/def2-TZVPD) for a 2-piece molecular cluster, C2H3NO2S overall.

```
9
C2H3NO2S | the OMol25 dataset | ωB97M-V/def2-TZVPD
H -1.55 -0.10 -1.29
N -1.34 0.83 -0.78
C -1.10 0.54 0.41
S -0.77 -1.11 1.09
H -0.87 1.39 1.09
H -1.17 -2.10 0.15
O 2.11 1.13 0.36
C 2.29 0.19 -0.22
O 2.39 -0.79 -0.81
```

Its SMILES is [H]/N=C\S.O=C=O. The LUMO energy is 0.496 eV. Its energy relative to the best compared isomer or geometry (same formula, charge and spin) is 80.2 kJ/mol. As for the spin multiplicity: 1. For the HOMO energy, the calculation gives -9.814 eV.

These are the Mulliken partial charges, in e, on atoms 1 to 2:
1 H 0.2497
2 N -0.4781

=====

2.
Density functional theory data (ωB97M-V/def2-TZVPD) for one molecule with the formula C2H3NO2S.

```
9
C2H3NO2S | the OMol25 dataset | ωB97M-V/def2-TZVPD
S -2.80 -0.05 -0.16
C -1.13 -0.06 -0.04
N -0.25 1.00 0.26
O 0.93 0.67 -0.52
C 1.06 -0.59 0.02
O -0.30 -1.13 -0.10
H -0.57 1.94 0.01
H 1.36 -0.52 1.07
H 1.69 -1.26 -0.55
```

Its SMILES is S=C1NOCO1. The LUMO energy is 0.406 eV. Its energy relative to the best compared isomer or geometry (same formula, charge and spin) is 281.1 kJ/mol. As for the spin multiplicity: 1. For the HOMO energy, the calculation gives -9.077 eV.

These are the Mulliken partial charges, in e, on atoms 1 to 2:
1 S -0.2832
2 C 0.3047

=====

3.
Density functional theory data (ωB97M-V/def2-TZVPD) for a 2-piece molecular cluster, C2H3NO2S overall.

```
9
C2H3NO2S | the OMol25 dataset | ωB97M-V/def2-TZVPD
O 2.80 2.20 -1.00
N 3.15 0.90 -1.30
C 3.56 -0.18 -0.72
S 3.65 -1.77 -0.27
H 2.30 2.02 -0.34
C 1.17 0.68 1.32
O 0.74 0.06 2.27
H 1.23 1.78 1.39
H 0.86 0.31 0.28
```

Its SMILES is ON=C=S.C=O. The LUMO energy is -0.793 eV. Its energy relative to the best compared isomer or geometry (same formula, charge and spin) is 589.4 kJ/mol. As for the spin multiplicity: 1. For the HOMO energy, the calculation gives -9.622 eV.

These are the Mulliken partial charges, in e, on atoms 1 to 2:
1 O -0.1735
2 N -0.2836

=====

4.
Density functional theory data (ωB97M-V/def2-TZVPD) for one molecule with the formula C2H3NO2S.

```
9
C2H3NO2S | the OMol25 dataset | ωB97M-V/def2-TZVPD
C -1.18 -0.92 0.06
C 0.18 -0.38 0.08
N 0.26 0.90 0.22
O -2.14 -0.20 0.03
O 1.37 1.62 -0.01
S 1.45 -1.37 0.05
H -1.34 -2.00 -0.14
H -0.71 1.30 -0.01
H 2.10 1.06 -0.27
```

The LUMO energy (spin up / spin down) is 0.530 / -3.463 eV. Its energy relative to the best compared isomer or geometry (same formula, charge and spin) is 125.8 kJ/mol. As for the spin multiplicity: 3. For the HOMO energy (spin up / spin down), the calculation gives -6.745 / -9.632 eV.

These are the Mulliken partial charges, in e, on atoms 1 to 2:
1 C 0.0179
2 C 0.3072

=====

5.
Density functional theory data (ωB97M-V/def2-TZVPD) for one molecule with the formula C2H3NO2S2.

```
10
C2H3NO2S2 | the OMol25 dataset | ωB97M-V/def2-TZVPD
C -0.46 -0.37 0.97
C 0.70 -0.02 0.21
N -2.02 0.88 -0.83
O 2.80 -0.59 -1.45
O 1.96 0.31 0.82
S -2.02 -0.02 0.40
S 2.23 -0.92 -0.17
H -0.63 -0.95 1.89
H 0.37 0.66 -0.62
H -2.93 1.01 -1.22
```

The LUMO energy (spin up / spin down) is -0.844 / -0.842 eV. Its energy relative to the best compared isomer or geometry (same formula, charge and spin) is 358.3 kJ/mol. As for the spin multiplicity: 1. For the HOMO energy (spin up / spin down), the calculation gives -8.606 / -8.605 eV.

These are the Mulliken partial charges, in e, on atoms 1 to 2:
1 C -0.4206
2 C 0.0809

=====

6.
Density functional theory data (ωB97M-V/def2-TZVPD) for C2H3NO2S2 as an isolated structure.

```
10
C2H3NO2S2 | the OMol25 dataset | ωB97M-V/def2-TZVPD
C 0.87 -0.70 -0.07
C -0.38 -0.79 0.66
N 1.11 0.23 -0.83
O -0.32 1.99 -1.97
O -0.01 1.92 0.67
S -1.70 -0.07 -0.30
S -0.23 1.32 -0.70
H 1.55 -1.53 0.23
H -0.54 -1.93 0.69
H -0.35 -0.43 1.61
```

The LUMO energy is -0.087 eV. Its energy relative to the best compared isomer or geometry (same formula, charge and spin) is 187.5 kJ/mol. As for the spin multiplicity: 1. For the HOMO energy, the calculation gives -10.279 eV.

These are the Mulliken partial charges, in e, on atoms 1 to 2:
1 C 0.2448
2 C -0.6161

=====

7.
Density functional theory data (ωB97M-V/def2-TZVPD) for one molecule with the formula C2H3NO2S2.

```
10
C2H3NO2S2 | the OMol25 dataset | ωB97M-V/def2-TZVPD
O -0.69 -1.77 -1.30
S -0.18 -1.40 -0.05
O -0.09 -2.39 0.99
C -1.07 0.14 0.47
N -0.49 1.18 0.23
C 0.75 1.19 -0.35
S 1.67 -0.43 -0.16
H -1.97 0.04 1.17
H 0.65 1.50 -1.32
H 1.41 1.93 0.31
```

Its SMILES is O=S1(=O)C=NCS1. The LUMO energy is -0.087 eV. Its energy relative to the best compared isomer or geometry (same formula, charge and spin) is 194.0 kJ/mol. As for the spin multiplicity: 1. For the HOMO energy, the calculation gives -10.074 eV.

These are the Mulliken partial charges, in e, on atoms 1 to 2:
1 O -0.5101
2 S 0.8727

=====

8.
Density functional theory data (ωB97M-V/def2-TZVPD) for one molecule with the formula C2H3NO3.

```
9
C2H3NO3 | the OMol25 dataset | ωB97M-V/def2-TZVPD
N -0.79 0.18 1.10
C 0.43 0.39 0.64
O 1.38 0.50 1.52
C 0.71 0.22 -0.88
O 1.59 0.51 -1.63
O -0.43 -0.67 -1.18
H -0.98 0.12 2.09
H -1.24 -0.71 0.68
H -0.68 -0.54 -2.34
```

Its SMILES is NC(=O)C(=O)O. The LUMO energy is -0.403 eV. Its energy relative to the best compared isomer or geometry (same formula, charge and spin) is 246.6 kJ/mol. As for the spin multiplicity: 1. For the HOMO energy, the calculation gives -10.211 eV.

These are the Mulliken partial charges, in e, on atoms 1 to 2:
1 N -0.4330
2 C 0.4532

=====

9.
Density functional theory data (ωB97M-V/def2-TZVPD) for C2H3NO3 as an isolated structure.

```
9
C2H3NO3 | the OMol25 dataset | ωB97M-V/def2-TZVPD
O -1.65 0.38 1.13
C -1.59 -0.13 -0.01
N -0.33 -0.19 -0.66
C 1.40 -0.05 0.14
O 1.50 1.08 0.70
O 1.95 -1.15 0.30
H -2.03 -0.92 -0.63
H 0.20 -0.14 -1.53
H 0.55 1.12 0.56
```

The LUMO energy is -0.141 eV. Its energy relative to the best compared isomer or geometry (same formula, charge and spin) is 447.6 kJ/mol. As for the spin multiplicity: 1. For the HOMO energy, the calculation gives -10.462 eV.

These are the Mulliken partial charges, in e, on atoms 1 to 2:
1 O -0.5741
2 C 0.2677

=====

10.
Density functional theory data (ωB97M-V/def2-TZVPD) for one molecule with the formula C2H3NO3S.

```
10
C2H3NO3S | the OMol25 dataset | ωB97M-V/def2-TZVPD
C -1.41 -1.25 0.17
C -0.18 -0.50 -0.25
N 0.96 -0.45 1.14
O -1.36 -2.43 0.44
O 1.76 0.63 1.45
O 2.35 -0.71 -0.97
S 1.37 -1.48 -0.22
H -2.34 -0.61 0.45
H -0.28 0.50 -0.76
H 2.54 0.70 0.82
```

The LUMO energy is -0.478 eV. Its energy relative to the best compared isomer or geometry (same formula, charge and spin) is 473.7 kJ/mol. As for the spin multiplicity: 1. For the HOMO energy, the calculation gives -9.561 eV.

These are the Mulliken partial charges, in e, on atoms 1 to 2:
1 C 0.1777
2 C -0.1403

=====

11.
Density functional theory data (ωB97M-V/def2-TZVPD) for one molecule with the formula C2H3NO3S.

```
10
C2H3NO3S | the OMol25 dataset | ωB97M-V/def2-TZVPD
C 1.74 0.67 -0.30
C 0.24 0.02 -0.24
N -0.56 -0.02 0.92
O 2.34 1.32 0.49
O -1.19 -1.19 1.27
O -2.06 0.06 -1.54
S -1.27 0.88 -0.60
H 2.13 0.14 -1.23
H 0.38 -0.87 -0.77
H -1.75 -1.01 2.02
```

The LUMO energy is 0.087 eV. Its energy relative to the best compared isomer or geometry (same formula, charge and spin) is 439.4 kJ/mol. As for the spin multiplicity: 1. For the HOMO energy, the calculation gives -9.194 eV.

These are the Mulliken partial charges, in e, on atoms 1 to 2:
1 C 0.0536
2 C 0.0614

=====

12.
Density functional theory data (ωB97M-V/def2-TZVPD) for C2H3NO3S3 as an isolated structure.

```
12
C2H3NO3S3 | the OMol25 dataset | ωB97M-V/def2-TZVPD
C -1.52 0.64 -0.11
C 1.95 -0.02 0.17
N -0.32 -0.66 -1.45
O 0.32 -2.06 0.61
O -0.48 0.38 0.78
O -1.10 0.55 -1.40
S -2.80 1.83 0.35
S -3.03 -0.22 0.33
S 0.32 -0.80 -0.02
H 1.98 0.49 1.26
H 2.65 -0.80 0.06
H 2.04 0.66 -0.58
```

The LUMO energy is -0.153 eV. Its energy relative to the best compared isomer or geometry (same formula, charge and spin) is 194.1 kJ/mol. As for the spin multiplicity: 1. For the HOMO energy, the calculation gives -8.648 eV.

These are the Mulliken partial charges, in e, on atoms 1 to 2:
1 C 0.4792
2 C -0.8733

=====

13.
Density functional theory data (ωB97M-V/def2-TZVPD) for a 2-piece molecular cluster, C2H3NO4 overall.

```
10
C2H3NO4 | the OMol25 dataset | ωB97M-V/def2-TZVPD
C -0.88 -1.11 -1.56
O -1.14 -0.08 -0.70
C 0.32 -0.44 -0.81
O 1.11 0.27 -1.49
O 0.91 0.68 2.95
N 0.67 1.76 2.41
O 0.48 2.85 2.95
H -1.21 -2.10 -1.24
H -0.89 -0.86 -2.62
H 0.63 -0.97 0.11
```

The LUMO energy (spin up / spin down) is -2.063 / -2.515 eV. Its energy relative to the best compared isomer or geometry (same formula, charge and spin) is 744.5 kJ/mol. As for the spin multiplicity: 1. For the HOMO energy (spin up / spin down), the calculation gives -10.979 / -10.357 eV.

These are the Mulliken partial charges, in e, on atoms 1 to 2:
1 C -0.3047
2 O -0.3295

=====

14.
Density functional theory data (ωB97M-V/def2-TZVPD) for a 2-piece molecular cluster, C2H3NO4 overall.

```
10
C2H3NO4 | the OMol25 dataset | ωB97M-V/def2-TZVPD
O 0.91 -0.39 2.13
C 0.92 0.03 1.05
C 0.89 0.72 -0.06
N 1.25 0.20 -1.34
O 1.33 -0.98 -1.38
O 1.46 0.99 -2.21
H 0.61 1.80 -0.10
O -2.40 -0.63 0.35
H -1.73 -1.00 0.90
H -3.23 -0.74 0.66
```

Its SMILES is O=C=C[N+](=O)[O-].O. The LUMO energy is -0.549 eV. Its energy relative to the best compared isomer or geometry (same formula, charge and spin) is 502.5 kJ/mol. As for the spin multiplicity: 1. For the HOMO energy, the calculation gives -10.685 eV.

These are the Mulliken partial charges, in e, on atoms 1 to 2:
1 O -0.3126
2 C 0.7403

=====

15.
Density functional theory data (ωB97M-V/def2-TZVPD) for one molecule with the formula C2H3NOS.

```
8
C2H3NOS | the OMol25 dataset | ωB97M-V/def2-TZVPD
O -1.78 -0.76 0.03
N -1.09 0.42 -0.10
C 0.21 0.62 -0.08
C 1.24 -0.33 0.02
S 2.87 -0.22 -0.05
H -2.78 -0.24 -0.23
H 0.65 1.69 0.41
H 0.66 -1.18 0.00
```

Its SMILES is O/N=C\C=S. The LUMO energy is -1.375 eV. Its energy relative to the best compared isomer or geometry (same formula, charge and spin) is 456.4 kJ/mol. As for the spin multiplicity: 1. For the HOMO energy, the calculation gives -9.010 eV.

These are the Mulliken partial charges, in e, on atoms 1 to 2:
1 O -0.3554
2 N -0.2449

=====

16.
Density functional theory data (ωB97M-V/def2-TZVPD) for one molecule with the formula C2H3NOS.

```
8
C2H3NOS | the OMol25 dataset | ωB97M-V/def2-TZVPD
O 2.45 -0.61 -0.02
C 1.75 0.39 -0.16
N 0.40 0.59 0.14
C -0.50 -0.37 0.22
S -1.99 -0.06 -0.08
H 2.21 1.48 -0.10
H -0.15 1.55 0.20
H -0.11 -1.47 0.05
```

Its SMILES is O=CNC=S. The LUMO energy is -0.512 eV. Its energy relative to the best compared isomer or geometry (same formula, charge and spin) is 129.4 kJ/mol. As for the spin multiplicity: 1. For the HOMO energy, the calculation gives -9.188 eV.

These are the Mulliken partial charges, in e, on atoms 1 to 2:
1 O -0.4662
2 C 0.1448

=====

17.
Density functional theory data (ωB97M-V/def2-TZVPD) for one molecule with the formula C2H3NOS.

```
8
C2H3NOS | the OMol25 dataset | ωB97M-V/def2-TZVPD
C 1.46 -0.85 0.08
C -0.61 0.49 -0.13
N 0.42 -0.16 -0.49
O 3.05 1.08 -0.33
S 3.01 -0.35 0.11
H 1.24 -1.96 0.37
H -1.03 1.19 -0.86
H -1.08 0.28 0.88
```

The LUMO energy (spin up / spin down) is -0.231 / -0.230 eV. Its energy relative to the best compared isomer or geometry (same formula, charge and spin) is 245.8 kJ/mol. As for the spin multiplicity: 1. For the HOMO energy (spin up / spin down), the calculation gives -8.607 / -8.607 eV.

These are the Mulliken partial charges, in e, on atoms 1 to 2:
1 C -0.0266
2 C -0.1927

=====

18.
Density functional theory data (ωB97M-V/def2-TZVPD) for one molecule with the formula C2H3NOS.

```
8
C2H3NOS | the OMol25 dataset | ωB97M-V/def2-TZVPD
C 0.74 -1.03 -0.26
C -1.27 0.35 0.40
N -0.50 -0.37 -0.40
O 3.20 -0.11 0.27
S 1.79 0.33 -0.08
H -2.28 0.57 0.16
H -0.64 0.95 1.14
H -1.02 -0.69 -1.23
```

The LUMO energy (spin up / spin down) is -1.006 / -1.011 eV. Its energy relative to the best compared isomer or geometry (same formula, charge and spin) is 424.5 kJ/mol. As for the spin multiplicity: 1. For the HOMO energy (spin up / spin down), the calculation gives -8.722 / -8.719 eV.

These are the Mulliken partial charges, in e, on atoms 1 to 2:
1 C -0.2573
2 C -0.2003

=====

19.
Density functional theory data (ωB97M-V/def2-TZVPD) for a 2-piece molecular cluster, C2H3NOS overall.

```
8
C2H3NOS | the OMol25 dataset | ωB97M-V/def2-TZVPD
N -2.66 -0.49 -0.68
C -2.67 -0.87 0.44
O -2.60 -1.44 1.44
H -2.85 0.40 -1.15
C 1.36 -0.04 -0.73
S 2.83 0.59 -0.98
H 0.61 0.37 -0.05
H 1.07 -0.90 -1.41
```

Its SMILES is N=C=O.C=S. The LUMO energy is -0.455 eV. Its energy relative to the best compared isomer or geometry (same formula, charge and spin) is 100.7 kJ/mol. As for the spin multiplicity: 1. For the HOMO energy, the calculation gives -8.937 eV.

These are the Mulliken partial charges, in e, on atoms 1 to 2:
1 N -0.3997
2 C 0.5019

=====

20.
Density functional theory data (ωB97M-V/def2-TZVPD) for one molecule with the formula C2H3NOS.

```
8
C2H3NOS | the OMol25 dataset | ωB97M-V/def2-TZVPD
C -0.81 -0.48 -0.83
N 0.39 -1.04 -0.83
O 1.27 -0.62 -0.06
C 0.63 -0.07 1.16
S -0.73 1.04 0.16
H -1.30 -0.98 -1.64
H 1.15 0.73 1.80
H 0.08 -1.00 1.58
```

Its SMILES is C1=NOCS1. The LUMO energy is 0.370 eV. Its energy relative to the best compared isomer or geometry (same formula, charge and spin) is 362.8 kJ/mol. As for the spin multiplicity: 1. For the HOMO energy, the calculation gives -8.907 eV.

These are the Mulliken partial charges, in e, on atoms 1 to 2:
1 C -0.1158
2 N -0.2498